(1)
A 2-piece molecular cluster, C5H11NO overall in a non-equilibrium geometry, computed with the ωB97M-V functional and the def2-TZVPD basis.

Calculated values
HOMO energy: -0.322 Ha
max |F|: 2.7 eV Å⁻¹
frontier orbital gap: 9.44 eV

Last column: natural (NBO) charge in e.
Atoms and positions in Å:
C  0.50741  2.06754  -0.04978  -0.733
C  0.06672  2.09511  1.37789  0.710
C  -1.19103  0.26816  1.12762  -0.078
N  -0.35645  0.82975  1.94439  -0.615
O  0.27633  2.99551  2.14818  -0.542
H  -0.38633  0.80302  2.96517  0.392
H  -1.81949  -0.49094  1.62191  0.116
H  0.69203  3.08748  -0.39889  0.239
H  -0.24623  1.62635  -0.69273  0.269
H  1.42026  1.48466  -0.12824  0.244
C  -0.34256  -1.56577  -1.76675  -0.607
C  0.60508  -2.13204  -0.71894  -0.604
H  0.79917  -1.37769  0.05902  0.196
H  0.16934  -2.99975  -0.23320  0.200
H  -0.59434  -2.32326  -2.51192  0.199
H  0.11406  -0.72153  -2.28170  0.197
H  -1.27174  -1.22031  -1.28931  0.217
H  1.55776  -2.42631  -1.17273  0.201

---

(2)
C9H23BCsNO as an isolated structure in a non-equilibrium geometry, computed with the ωB97M-V functional and the def2-TZVPD basis.

Calculated values
HOMO energy: -0.291 Ha
max |F|: 4.8 eV Å⁻¹
frontier orbital gap: 7.16 eV

Last column: Löwdin charge in e.
Atoms and positions in Å:
Cs  1.87975  -2.30453  -2.69067  0.989
B  1.30494  -4.99795  -5.03927  -0.485
H  1.85820  -4.07315  -4.98540  -0.185
H  1.35555  -5.44230  -6.02123  -0.094
H  1.76611  -5.70131  -4.36337  -0.101
H  0.26872  -4.86308  -4.77038  -0.102
C  0.98870  2.62108  1.10929  -0.033
C  0.70399  1.26434  1.69018  -0.534
C  -0.39329  1.36142  2.75719  -0.128
C  -1.81584  1.58433  2.12616  -0.152
C  -2.04957  0.45678  1.10575  -0.145
C  -1.00473  0.36784  -0.00125  -0.467
N  0.36391  0.31944  0.64869  -0.129
O  1.41595  0.02399  -0.15390  -0.060
C  -1.29594  -1.02007  -0.68605  -0.034
C  -1.25150  1.43336  -1.08329  -0.026
C  1.96663  0.80376  2.46377  -0.028
H  1.10016  3.45102  1.80706  0.094
H  0.21463  2.97658  0.42918  0.066
H  1.87102  2.57464  0.47097  0.088
H  -0.45385  0.38174  3.23117  0.113
H  -0.23542  2.12534  3.51852  0.123
H  -1.79520  2.58267  1.68913  0.101
H  -2.52253  1.55301  2.95544  0.109
H  -2.98915  0.68957  0.60466  0.124
H  -2.09672  -0.48927  1.64507  0.122
H  -1.06261  -1.82232  0.01398  0.089
H  -2.28455  -1.01397  -1.14509  0.094
H  -0.54487  -1.09407  -1.47251  0.000
H  -0.35509  1.58386  -1.68487  0.088
H  -1.97677  1.11053  -1.83020  0.083
H  -1.61830  2.32251  -0.57049  0.075
H  2.31826  1.50200  3.22333  0.094
H  2.81324  0.64291  1.79634  0.073
H  1.78230  -0.18370  2.88691  0.085
H  1.77385  -0.72698  0.32521  0.093

---

(3)
C4H7N3S in the gas phase in a non-equilibrium geometry, computed with the ωB97M-V functional and the def2-TZVPD basis.

Calculated values
HOMO energy: -0.336 Ha
max |F|: 5.0 eV Å⁻¹
frontier orbital gap: 9.71 eV
structure (SMILES): Cn1nccc1NS

Last column: natural (NBO) charge in e.
Atoms and positions in Å:
C  1.01598  -0.15054  -1.68551  -0.409
N  0.17489  0.56700  -0.77443  -0.200
N  -0.28390  1.78964  -1.02921  -0.266
C  -1.04862  2.11946  -0.00257  -0.046
C  -1.09972  1.09615  0.95562  -0.400
C  -0.27712  0.14922  0.41084  0.328
N  0.03108  -1.58387  0.80049  -0.784
S  -1.15490  -2.17970  1.84613  0.211
H  0.72785  0.10067  -2.70391  0.227
H  2.06663  0.11393  -1.53882  0.204
H  0.88295  -1.21712  -1.50560  0.234
H  -1.55170  3.06557  0.01046  0.210
H  -1.63761  1.07175  1.87893  0.240
H  0.94111  -1.55305  1.24856  0.373
H  -0.86419  -1.52923  3.00076  0.077

---

(4)
C4BiF6NO8S2 as an isolated structure, computed with the ωB97M-V functional and the def2-TZVPD basis.

Calculated values
HOMO energy: -0.391 Ha
max |F|: 0.2 eV Å⁻¹
frontier orbital gap: 8.88 eV

Last column: natural (NBO) charge in e.
Atoms and positions in Å:
Bi  -1.87777  -1.32738  -0.02594  2.089
O  -0.49265  -4.71571  1.76431  -0.495
C  -0.89720  -3.64170  1.45123  0.659
O  -1.36307  -3.33293  0.23489  -0.850
C  -0.94851  -2.46282  2.47199  0.655
O  -0.60212  -2.58389  3.60105  -0.484
O  -1.42650  -1.29861  1.97200  -0.835
F  -1.85890  4.00956  0.07108  -0.295
C  -1.17185  3.37813  -0.87048  0.746
F  -2.00095  2.98562  -1.82921  -0.302
F  -0.25810  4.18637  -1.37664  -0.290
S  -0.35309  1.92356  -0.08759  2.248
O  -1.47007  1.08011  0.34651  -1.006
O  0.51934  2.42379  0.91365  -0.863
N  0.34177  1.33324  -1.37971  -1.214
S  0.94054  -0.08402  -1.51419  2.251
O  1.13495  -0.46720  -2.86393  -0.859
O  0.23104  -1.08706  -0.65494  -1.033
C  2.59732  -0.08045  -0.69501  0.749
F  2.46121  0.22317  0.58440  -0.291
F  3.35742  0.81952  -1.29591  -0.290
F  3.13720  -1.28132  -0.81756  -0.289

---

(5)
C30H25BrCl5F4MnO3P2 as an isolated structure, computed with the ωB97M-V functional and the def2-TZVPD basis.

Calculated values
HOMO energy (alpha / beta): -0.528 / -0.530 Ha
max |F|: 0.3 eV Å⁻¹
frontier orbital gap (alpha / beta): 6.37 / 7.50 eV
total charge: +2
2S+1: 5
expectation value of S²: 6.21

Last column: Löwdin spin population.
Atoms and positions in Å:
Mn  -1.29555  0.08046  -0.50290  4.124
Cl  -4.22117  1.66364  1.28549  0.005
C  -4.37046  0.23937  0.33356  0.004
C  -3.24810  -0.29214  -0.27611  -0.148
C  -3.38998  -1.40720  -1.06796  0.014
Cl  -1.88670  -1.93559  -1.83566  0.035
C  -4.58815  -2.05798  -1.28345  -0.008
Cl  -4.67024  -3.43340  -2.28495  -0.008
C  -5.71398  -1.52584  -0.64788  0.029
Cl  -7.22594  -2.27440  -0.86727  0.013
C  -5.60858  -0.37501  0.15196  -0.010
Cl  -6.99698  0.27259  0.90013  -0.007
F  1.26818  6.08805  -3.37503  0.000
C  1.20367  4.84400  -2.95741  0.000
C  2.30146  4.00794  -3.06910  0.000
F  3.42137  4.44746  -3.60398  0.000
C  2.20860  2.70040  -2.61573  -0.001
F  3.27339  1.91916  -2.75980  0.000
C  1.05354  2.19584  -2.03281  -0.003
P  1.03138  0.48949  -1.40511  -0.007
C  1.03479  -0.58655  -2.85324  0.002
C  1.22515  -1.96011  -2.66917  -0.001
C  1.12394  -2.82147  -3.74876  0.000
C  0.81717  -2.32337  -5.01052  -0.001
C  0.61404  -0.96400  -5.19258  0.000
C  0.71939  -0.09244  -4.11669  0.000
C  2.54216  0.24528  -0.45379  0.001
C  2.61862  0.82753  0.81081  0.000
C  3.78118  0.71753  1.55637  0.000
C  4.86332  0.01212  1.04699  -0.001
C  4.78806  -0.57287  -0.21097  0.000
C  3.63471  -0.45079  -0.96919  -0.001
C  -0.03799  3.06070  -1.94709  0.003
Br  -1.73076  2.53100  -1.24055  0.036
C  0.02612  4.36064  -2.39902  0.001
F  -1.02055  5.16649  -2.30796  0.001
H  1.46717  -2.35644  -1.68850  0.000
H  1.28981  -3.88136  -3.60890  0.000
H  0.74023  -2.99860  -5.85196  0.000
H  0.38002  -0.57654  -6.17490  0.000
H  0.56526  0.96804  -4.27352  0.000
H  1.77379  1.36894  1.21758  0.000
H  3.84383  1.18090  2.53259  0.000
H  5.77138  -0.07614  1.62867  0.000
H  5.63720  -1.11041  -0.61047  0.000
H  3.59741  -0.87609  -1.96306  0.000
C  1.85134  -2.42066  2.73442  0.000
C  0.69959  -1.97079  1.87720  0.003
O  0.22287  -0.68850  2.39726  -0.021
P  -1.17688  -0.11910  1.93515  -0.040
O  -1.31374  1.22421  2.72338  -0.014
C  -0.44681  2.38548  2.54567  0.001
C  0.67419  2.37193  3.55267  0.000
O  -2.31196  -1.03793  2.46504  -0.005
C  -2.54081  -1.28491  3.90889  -0.001
C  -2.99917  -2.70675  4.06739  0.000
H  2.22670  -3.37438  2.36244  0.000
H  1.53333  -2.55615  3.76749  0.000
H  2.66183  -1.69288  2.70161  0.000
H  -0.12398  -2.68674  1.90071  0.000
H  1.01293  -1.81342  0.84095  0.002
H  -1.10285  3.24250  2.67464  0.000
H  -0.07947  2.39564  1.51478  0.001
H  0.27400  2.37842  4.56559  0.000
H  1.28709  3.26520  3.42387  0.000
H  1.30415  1.48977  3.43204  0.000
H  -3.29598  -0.56366  4.21156  0.000
H  -1.61347  -1.08357  4.44485  0.000
H  -3.90208  -2.89131  3.48670  0.000
H  -3.22639  -2.89079  5.11773  0.000
H  -2.22561  -3.41046  3.75978  0.000

---

(6)
A 3-piece molecular cluster, C33H28BN2O11PS overall in a non-equilibrium geometry, computed with the ωB97M-V functional and the def2-TZVPD basis.

Calculated values
HOMO energy: -0.321 Ha
max |F|: 7.2 eV Å⁻¹
frontier orbital gap: 7.64 eV
structure (SMILES): O=C([O-])[C@@]1(OB(O)O)CNC[C@H](P(O)(O)=S)[NH2+]1.O=C1c2ccccc2C(=O)c2ccccc21.O=C1c2ccccc2C(=O)c2ccccc21

Last column: Löwdin charge in e.
Atoms and positions in Å:
O  1.00811  4.22462  -2.14292  -0.034
C  1.46488  3.86133  -0.99447  -0.490
O  1.28341  4.77772  0.04947  -0.138
C  2.25191  2.46874  -0.76482  -0.276
O  1.47726  1.48625  -0.02926  0.087
B  0.05736  1.71377  -0.17394  -0.632
O  -0.51369  1.39926  -1.48219  0.083
O  -0.82103  2.21868  0.83878  0.141
C  2.68885  1.80514  -2.15990  -0.087
N  4.06394  1.20175  -2.16773  -0.063
C  5.10624  2.10514  -1.57445  -0.212
C  4.51321  3.34264  -0.73257  -0.304
P  5.85675  4.26808  0.28306  0.360
O  6.33687  5.73080  -0.50967  -0.245
O  5.26773  4.71633  1.83835  -0.254
S  7.45561  3.21527  0.57219  0.313
N  3.42726  2.79877  0.14071  0.132
H  -0.96170  2.21415  -1.80822  0.124
H  -1.55168  2.74359  0.42472  0.133
H  1.94636  0.93644  -2.34359  0.152
H  2.59842  2.49291  -3.06770  0.139
H  4.32388  1.13902  -3.17354  0.118
H  5.76601  1.44664  -0.89181  0.098
H  5.76979  2.56132  -2.40566  0.141
H  4.14934  4.11804  -1.50600  0.157
H  5.53579  6.00432  -1.02856  0.075
H  5.20283  5.70601  1.80954  0.085
H  3.16072  3.39780  0.94509  0.173
H  3.75130  1.87162  0.50750  0.207
O  1.25005  -5.10950  4.59921  0.103
C  1.62922  -4.36828  3.70889  -0.280
C  0.89037  -3.12244  3.40207  -0.084
C  -0.23683  -2.78567  4.15349  0.005
C  -0.91316  -1.59759  3.89771  -0.048
C  -0.46662  -0.74161  2.89300  -0.038
C  0.64566  -1.08313  2.13128  0.015
C  1.32294  -2.27711  2.38008  -0.080
C  2.49472  -2.63903  1.55184  -0.278
O  2.84003  -1.92622  0.62323  0.096
C  3.24527  -3.87398  1.87099  -0.085
C  4.37371  -4.20790  1.12008  0.002
C  5.10484  -5.34839  1.43348  -0.058
C  4.71274  -6.15851  2.49697  -0.057
C  3.58052  -5.83627  3.23820  0.004
C  2.84069  -4.69533  2.92329  -0.084
H  -0.58637  -3.44569  4.94112  0.122
H  -1.78673  -1.33515  4.48591  0.110
H  -0.98732  0.19169  2.70194  0.104
H  0.98578  -0.41485  1.34667  0.097
H  4.68700  -3.57804  0.29332  0.120
H  5.98423  -5.60425  0.85096  0.107
H  5.28942  -7.04341  2.74698  0.108
H  3.27903  -6.47378  4.06351  0.122
O  -4.39799  2.11111  -1.50613  0.096
C  -5.06976  1.09793  -1.61572  -0.275
C  -6.54709  1.17849  -1.67508  -0.084
C  -7.17258  2.42542  -1.62639  0.003
C  -8.55711  2.51248  -1.72141  -0.058
C  -9.32148  1.35673  -1.86661  -0.058
C  -8.70271  0.11166  -1.89790  0.003
C  -7.31427  0.01947  -1.79597  -0.084
C  -6.66619  -1.31159  -1.81226  -0.280
O  -7.34024  -2.32673  -1.86299  0.101
C  -5.18903  -1.39062  -1.77305  -0.086
C  -4.56364  -2.63748  -1.82400  0.002
C  -3.17504  -2.71942  -1.82129  -0.054
C  -2.40720  -1.55777  -1.76838  -0.043
C  -3.02789  -0.31491  -1.70318  0.011
C  -4.42048  -0.22883  -1.69995  -0.078
H  -6.58211  3.32982  -1.51892  0.121
H  -9.04152  3.48320  -1.68789  0.107
H  -10.40110  1.42652  -1.95336  0.107
H  -9.30406  -0.78557  -2.00601  0.121
H  -5.15641  -3.54568  -1.87025  0.121
H  -2.69033  -3.68970  -1.86493  0.107
H  -1.32343  -1.62158  -1.77594  0.110
H  -2.42320  0.58531  -1.65904  0.087

---

(7)
A 5-piece molecular cluster, H9O4S overall in a non-equilibrium geometry, computed with the ωB97M-V functional and the def2-TZVPD basis.

Calculated values
HOMO energy: -0.149 Ha
max |F|: 3.5 eV Å⁻¹
frontier orbital gap: 7.55 eV
total charge: -1

Last column: natural (NBO) charge in e.
Atoms and positions in Å:
S  0.39806  0.71259  0.04697  -0.945
H  1.07226  0.87319  -0.98199  0.083
H  -0.85914  1.50526  -1.59640  0.482
H  -1.50031  1.56918  -2.85135  0.433
O  -1.49497  2.12195  -2.03900  -0.972
H  0.86300  -4.07857  3.02190  0.465
H  1.64828  -2.99942  2.20952  0.489
O  1.77509  -3.88446  2.64937  -0.955
H  0.00929  -0.51703  -1.86870  0.499
H  -0.54918  -0.75852  -3.39381  0.450
O  0.11026  -1.06464  -2.72066  -0.998
H  0.11692  1.90646  2.01288  0.509
H  -1.17645  2.52572  2.59830  0.453
O  -0.41311  2.08830  2.91297  -0.994

---

(8)
C29H30As2N2O2RuS as an isolated structure, computed with the ωB97M-V functional and the def2-TZVPD basis.

Calculated values
HOMO energy (alpha / beta): -0.473 / -0.473 Ha
max |F|: 0.5 eV Å⁻¹
frontier orbital gap (alpha / beta): 4.81 / 4.89 eV
total charge: +2

Last column: natural (NBO) charge in e.
Atoms and positions in Å:
Ru  0.21808  -0.18231  0.51467  0.364
C  3.51355  -0.72019  -1.27159  -0.935
As  2.65260  -0.23571  0.40199  1.210
C  3.65108  -1.21948  1.73421  -0.941
C  3.19213  1.61876  0.58937  -0.361
C  4.43314  2.01209  1.07170  -0.148
C  4.76513  3.36118  1.10524  -0.193
C  3.86936  4.31482  0.64494  -0.176
C  2.62681  3.92852  0.15953  -0.191
C  2.28415  2.58339  0.14843  -0.374
As  0.55699  1.96016  -0.45675  1.360
C  -0.74318  3.25890  0.12243  -0.936
C  0.60886  2.07697  -2.38849  -0.935
H  4.58701  -0.56269  -1.17520  0.253
H  3.13050  -0.08302  -2.06644  0.243
H  3.32479  -1.75974  -1.53153  0.247
H  4.72035  -1.08297  1.58164  0.248
H  3.41389  -2.27886  1.64743  0.255
H  3.36562  -0.87268  2.72550  0.252
H  5.15246  1.27840  1.41506  0.217
H  5.73213  3.66674  1.48181  0.240
H  4.13753  5.36252  0.66279  0.242
H  1.93412  4.68425  -0.19087  0.227
H  -0.50119  4.24307  -0.27491  0.250
H  -0.73716  3.27175  1.21019  0.254
H  -1.72275  2.94572  -0.23124  0.269
H  0.92431  3.09275  -2.62777  0.257
H  -0.37654  1.88774  -2.80869  0.264
H  1.32835  1.36990  -2.79353  0.249
O  -1.72084  0.16586  0.27291  -0.696
C  -2.73753  -0.66730  0.15486  0.353
C  -4.02840  -0.10231  0.16463  -0.245
C  -5.14747  -0.88962  0.07395  -0.150
C  -5.02936  -2.27737  -0.04943  -0.220
C  -3.78180  -2.84479  -0.08161  -0.159
C  -2.61347  -2.06602  0.01813  -0.167
C  -1.31924  -2.70529  -0.07285  0.427
N  -0.10212  -2.12310  -0.08122  -0.548
C  0.83177  -3.14003  -0.23863  -0.082
C  0.19212  -4.32210  -0.32588  -0.037
N  -1.14779  -4.03228  -0.21835  -0.489
H  -4.10366  0.97227  0.26187  0.227
H  -6.12849  -0.43429  0.09704  0.236
H  -5.91244  -2.89468  -0.12863  0.238
H  -3.71625  -3.91880  -0.19786  0.200
H  1.88586  -2.94294  -0.29336  0.216
H  0.55364  -5.32532  -0.46160  0.253
H  -1.89140  -4.70863  -0.24927  0.443
C  0.02758  4.93203  10.37863  -0.735
C  0.00003  3.76367  9.45266  0.504
O  -0.84104  2.93256  9.35303  -0.490
S  1.56448  3.71729  8.44128  0.309
C  1.20527  2.87428  6.97831  -0.066
C  2.25577  2.91425  6.02374  -0.237
C  2.11144  2.30984  4.81407  -0.103
C  0.90133  1.62916  4.49007  -0.113
C  -0.13578  1.58651  5.46443  -0.078
C  0.00940  2.18410  6.68280  -0.253
C  0.73650  1.03778  3.26972  0.024
C  0.56776  0.52119  2.13429  -0.061
H  -0.84852  4.89601  11.02056  0.266
H  0.04832  5.85838  9.80382  0.262
H  0.93682  4.90059  10.98294  0.261
H  3.17023  3.43703  6.27149  0.246
H  2.90516  2.34045  4.07837  0.235
H  -1.04574  1.05295  5.22337  0.242
H  -0.77139  2.11727  7.42155  0.277